ORCA calculation (ωB97M-V/def2-TZVPD) on one molecule with the formula C8H12N2O2 at a distorted geometry.

As for the structure (SMILES): [H]/N=C1\CC[C@@H]2C[C@H]1[C@@H]2/C=[N+](/[O-])O. Its total charge is 0. Its frontier orbital gap is 9.56 eV. The highest occupied orbital energy is -0.325 Ha.

Positions of all 24 atoms, in Å:
H (3.225097, 2.173809, 0.539137)
N (2.489089, 2.031330, -0.121615)
C (1.671365, 1.227778, 0.298692)
C (1.465982, 0.332440, 1.444989)
C (1.013269, -1.120279, 1.050105)
C (0.360262, -1.227305, -0.409120)
C (1.212074, -0.464985, -1.415556)
C (0.601600, 0.812149, -0.794786)
C (-0.779834, -0.182630, -0.581789)
C (-2.208037, -0.596079, 0.036580)
N (-3.227483, 0.171913, 0.183018)
O (-4.417853, -0.064706, 0.559833)
O (-3.013328, 1.507436, -0.114679)
H (0.516762, 0.642054, 2.034689)
H (2.286805, 0.186399, 2.311080)
H (2.049394, -1.603994, 1.043192)
H (0.591521, -1.759301, 1.834939)
H (0.005242, -2.211460, -0.608719)
H (2.311262, -0.559372, -1.422393)
H (1.115919, -0.757510, -2.472284)
H (0.194415, 1.491590, -1.572513)
H (-1.100480, -0.327214, -1.575083)
H (-2.518506, -1.677206, 0.012829)
H (-3.844534, 1.975143, -0.260552)

Force components x, y, z for each atom (eV/Å):
H 0.868 0.227 0.582
N 1.759 1.938 -0.451
C -4.359 -2.410 -1.527
C -1.357 -1.317 4.700
C 3.071 -0.966 -1.770
C -0.434 -0.175 1.890
C 1.146 -0.694 -0.088
C -2.115 0.536 -1.681
C 0.592 -1.433 1.577
C 1.570 -0.101 -0.069
N -2.113 1.003 0.298
O 1.183 -0.457 -0.559
O 1.883 0.677 -0.148
H 1.541 0.503 -0.934
H -1.467 0.855 -2.237
H -1.219 -0.010 -0.852
H -0.827 0.912 -0.073
H 0.278 -1.195 -0.151
H -0.190 0.196 1.150
H -1.361 0.588 0.196
H 1.275 0.618 0.996
H 0.117 0.347 -1.723
H 0.758 1.198 0.508
H -0.599 -0.841 0.366

ORCA calculation (ωB97M-V/def2-TZVPD) on one molecule with the formula C8H12N2O2S2.

As for the structure (SMILES): C=CCN1C(=S)N[C@@H]2CS(=O)(=O)C[C@@H]21. Its total charge is 0. Its frontier orbital gap is 9.04 eV. The highest occupied orbital energy is -0.314 Ha.

Positions of all 26 atoms, in Å:
C (-2.227522, -2.253939, -1.065436)
C (-1.579865, -2.144624, 0.079437)
C (-1.754603, -0.962124, 0.996802)
N (-0.961892, 0.172602, 0.584027)
C (-1.464328, 1.267752, -0.028709)
S (-3.001754, 1.476529, -0.552042)
N (-0.481332, 2.201083, -0.115745)
C (0.807703, 1.709438, 0.306988)
C (1.818532, 1.578349, -0.821360)
S (2.783131, 0.132885, -0.281859)
O (3.445003, -0.514494, -1.374699)
O (3.560804, 0.492094, 0.867010)
C (1.303476, -0.781618, 0.251751)
C (0.446871, 0.302691, 0.889167)
H (-2.083203, -3.091534, -1.726385)
H (-2.931466, -1.502406, -1.382716)
H (-0.875240, -2.902079, 0.395231)
H (-1.482197, -1.222524, 2.023982)
H (-2.796471, -0.629178, 0.969432)
H (-0.595508, 3.031346, -0.669698)
H (1.225103, 2.350821, 1.091731)
H (2.460557, 2.444451, -0.933582)
H (1.355260, 1.314634, -1.768227)
H (1.582036, -1.575647, 0.934949)
H (0.849725, -1.189886, -0.646876)
H (0.597190, 0.295379, 1.976834)

Force components x, y, z for each atom (eV/Å):
C -0.074 -0.111 -0.101
C 0.036 -0.029 0.200
C -0.212 -0.048 -0.085
N 0.240 0.395 -0.030
C 0.122 0.104 0.141
S -0.722 0.171 -0.297
N 0.141 -0.128 0.024
C -0.024 0.388 0.291
C 0.307 -0.743 0.373
S -0.239 -0.162 -0.478
O -0.161 -0.075 -0.240
O -0.107 0.255 0.504
C 0.641 0.531 -0.270
C -0.151 0.024 0.463
H 0.093 -0.196 -0.082
H -0.140 0.205 -0.017
H 0.071 -0.184 -0.055
H -0.043 0.056 -0.017
H 0.152 -0.050 0.112
H -0.166 -0.074 0.005
H -0.032 -0.199 -0.110
H 0.188 -0.020 -0.014
H -0.067 -0.040 -0.090
H 0.178 -0.078 0.005
H -0.038 -0.019 -0.068
H 0.008 0.025 -0.164

ORCA calculation (ωB97M-V/def2-TZVPD) on C8H12N2OS as an isolated structure at a distorted geometry.

Its total charge is 0. Its frontier orbital gap (alpha / beta) is 8.37 / 6.98 eV. The highest occupied orbital energy (alpha / beta) is -0.288 / -0.269 Ha.

Positions of all 24 atoms, in Å:
C (0.658509, -2.007401, 0.147002)
C (0.469838, -0.733155, -1.829271)
C (0.336190, -0.842685, 0.861918)
C (0.076103, 0.484166, -1.123394)
C (0.751274, -1.868102, -1.224119)
C (0.114141, 0.373571, 0.249961)
C (1.524050, 1.856166, 1.814425)
C (0.952357, -3.169976, -2.066794)
N (-2.879581, 2.069395, 0.825747)
N (-1.955520, 2.782119, 0.238813)
O (-0.988462, 1.452572, 2.401843)
S (-0.089955, 1.809236, 1.339392)
H (0.854061, -2.868406, 0.641531)
H (0.471538, -0.605987, -2.922139)
H (0.452542, -1.028042, 1.968389)
H (0.001479, 1.457700, -1.529340)
H (1.770260, 2.504219, 2.672472)
H (2.128242, 1.963666, 0.985496)
H (1.686669, -2.992213, -2.795149)
H (1.107115, -4.025364, -1.366306)
H (0.015152, -3.475308, -2.440112)
H (-2.751063, 1.181443, 0.441556)
H (-2.818186, 1.998637, 1.945054)
H (-1.886751, 3.683747, 0.763025)

Force components x, y, z for each atom (eV/Å):
C -0.987 4.641 -0.681
C -1.562 5.533 -1.806
C 1.192 -2.551 1.871
C 1.721 -2.752 0.626
C 0.063 -4.704 -0.207
C -0.719 0.592 -0.003
C -1.026 0.807 2.265
C -0.419 0.566 3.145
N -1.081 0.170 3.490
N 1.292 2.419 -0.056
O -0.992 -0.615 2.497
S 1.710 -0.346 -1.936
H 0.560 -2.568 1.332
H 0.167 -0.497 0.440
H -0.608 1.079 -1.112
H -0.444 0.585 -0.887
H -0.228 -0.374 -0.378
H 1.457 0.086 -1.732
H 0.952 -0.377 -1.052
H 0.887 0.677 -0.560
H -1.159 0.134 -1.195
H -0.664 -2.111 -0.394
H -0.188 0.286 -3.108
H 0.076 -0.679 -0.560

ORCA calculation (ωB97M-V/def2-TZVPD) on one molecule with the formula C8H12N2OS at a distorted geometry.

As for the structure (SMILES): C=[S@@](C)(=CC)c1ccc(=O)[nH]n1. Its total charge is 0. Its frontier orbital gap is 7.37 eV. The highest occupied orbital energy is -0.284 Ha.

Positions of all 24 atoms, in Å:
C (-1.301770, -1.705031, -0.861445)
S (-0.674334, -0.123213, -0.662034)
C (0.055320, -0.053005, -2.381529)
C (-1.936430, 0.703304, 0.565903)
C (-3.241055, 0.645452, -0.301362)
C (0.740143, 0.184102, 0.303410)
C (0.702194, -0.246500, 1.688083)
C (1.794336, -0.056750, 2.460139)
C (3.062788, 0.415725, 1.781059)
O (4.162719, 0.588751, 2.294649)
N (2.942814, 0.625299, 0.452891)
N (1.846711, 0.489746, -0.305976)
H (-1.049828, -2.334238, -0.101638)
H (-0.922337, -2.202947, -1.762454)
H (-0.863582, -0.336641, -3.045717)
H (0.570613, 0.943231, -2.445850)
H (0.784742, -0.982813, -2.483652)
H (-1.421773, 1.746108, 0.749278)
H (-3.502609, 1.459733, -0.891054)
H (-3.346193, -0.213447, -0.884885)
H (-4.097814, 0.615382, 0.471726)
H (-0.145874, -0.641552, 2.022324)
H (2.015537, -0.273583, 3.425113)
H (3.825681, 0.752887, -0.086980)

Force components x, y, z for each atom (eV/Å):
C 0.259 1.345 -2.028
S -2.317 -1.172 0.157
C 0.066 -1.201 -0.444
C 1.638 0.267 -3.275
C -0.894 0.756 4.488
C 2.259 -0.898 0.363
C 3.499 2.085 -0.737
C 1.403 1.102 -4.170
C -0.071 -0.069 1.636
O -0.776 -0.305 0.230
N 0.454 -0.041 -2.327
N -0.505 0.309 0.416
H -0.046 -1.472 2.802
H 0.062 0.608 0.024
H 1.766 1.243 1.063
H -0.712 -1.124 -0.668
H -1.292 2.330 0.424
H -1.336 -1.487 -0.390
H 0.019 1.883 -1.130
H 0.237 -1.634 -0.581
H 1.095 -0.175 -1.024
H -3.443 -1.511 1.461
H -0.258 -0.897 2.934
H -1.108 0.056 0.775